1.
Density functional theory data (ωB97M-V/def2-TZVPD) for a structure of composition C11H17AlBeCaCl11F5NO4 in a non-equilibrium geometry.

The geometry in XYZ format:
```
52
Properties=species:S:1:pos:R:3:mulliken_charge:R:1
Ca 6.39 0.34 -2.28 1.4644
Cl 1.84 6.90 3.75 -0.0906
Cl -2.90 -2.52 -0.16 -0.1008
Cl -0.79 6.57 1.29 -0.3218
Cl 1.17 5.17 1.92 0.0183
Cl 3.24 3.19 1.73 -0.0712
Cl -0.21 -4.48 0.49 -0.0944
Cl 6.80 -4.20 1.31 -0.1789
Cl 2.55 4.22 4.33 -0.0487
Cl 6.40 -5.76 -1.11 -0.1551
Cl 5.65 -6.86 1.47 -0.1366
Cl 0.70 2.53 2.96 -0.0692
Al 2.32 -3.30 -1.52 0.1260
F 1.44 -2.22 -0.60 -0.1309
F 1.35 -4.45 -2.22 -0.3330
F -3.94 1.96 1.16 -0.3625
F 3.10 -2.39 -2.74 -0.4193
F 3.51 -4.02 -0.56 -0.2908
O -1.45 0.40 -2.50 -0.4062
O -5.53 0.48 -0.70 -0.6814
O -3.67 0.41 -2.02 -0.3435
O 4.81 1.37 -0.95 -0.5807
N -5.73 3.54 -1.03 -0.3492
C 0.25 1.92 -0.59 -0.2281
C -1.04 2.00 0.21 -0.8464
C 5.77 -5.40 0.50 0.5000
C 0.93 0.55 -0.49 -1.0988
C -3.49 1.44 0.04 0.0404
C -2.92 -4.21 0.45 -0.5712
C -1.76 -4.49 1.36 -0.5043
C 1.95 3.76 2.77 0.4567
C -4.37 0.72 -0.93 0.5957
C -2.25 1.42 -0.46 0.7951
C -2.30 0.72 -1.75 0.0458
Be 2.63 2.87 -1.70 0.1925
H 0.94 0.05 -1.44 0.2477
H -1.24 3.00 0.57 0.4146
H 4.78 -4.97 0.38 0.0514
H 0.92 2.62 -0.10 0.2077
H -1.88 -5.48 1.81 0.3160
H 1.97 0.65 -0.20 0.4526
H -5.79 2.53 -0.80 0.2307
H -5.96 4.08 -0.20 0.3958
H -4.78 3.75 -1.32 0.3509
H -2.91 -4.86 -0.42 0.3465
H -6.38 3.77 -1.78 0.4117
H -0.89 1.39 1.09 0.1666
H 0.45 -0.09 0.24 0.3929
H 5.75 1.28 -0.78 0.0974
H -3.85 -4.34 0.98 0.3199
H -1.70 -3.75 2.16 0.2978
H 0.13 2.22 -1.62 0.4783
```

As for the net charge: +1. Its HOMO energy is -9.5 eV. The spin multiplicity is 1. The gap between HOMO and LUMO comes out at 2.58 eV.

---

2.
Density functional theory data (ωB97M-V/def2-TZVPD) for a structure of composition C11H17B2N7Sn in a non-equilibrium geometry.

The geometry in XYZ format:
```
38
Properties=species:S:1:pos:R:3:mulliken_charge:R:1
Sn 0.00 0.00 0.00 0.6908
N 0.00 0.00 2.00 -0.7943
N 1.65 -0.33 -2.56 0.0655
N -0.68 0.17 -3.44 0.4167
N 0.29 1.80 -0.79 -0.0836
N -1.50 -0.34 -2.48 -0.4914
N 1.53 -0.79 -1.29 -0.0392
N 0.62 1.94 -2.11 0.1775
C -2.57 -0.37 -4.49 -0.8076
C 0.53 4.00 -1.22 -1.0410
C -2.64 -0.67 -3.11 -0.3490
C -1.30 0.16 -4.66 -0.1966
C 2.48 -1.73 -1.11 -0.1785
C 0.22 3.03 -0.24 -0.0094
C 0.00 0.00 3.26 0.2438
C -2.17 -2.84 1.57 -0.8203
C 3.23 -1.89 -2.29 -0.9678
C 0.77 3.26 -2.38 -0.0278
C 2.67 -0.98 -3.19 -0.0803
B 0.00 0.00 4.86 0.0306
B 0.71 0.75 -3.14 0.1407
H -2.24 -1.73 1.53 0.0788
H -3.33 -0.54 -5.26 0.3543
H -0.03 3.14 0.81 0.4744
H -0.97 -0.56 5.26 -0.0815
H 1.19 1.21 -4.15 -0.1234
H 4.06 -2.57 -2.47 0.3649
H 0.97 -0.56 5.26 -0.0803
H 2.92 -0.74 -4.22 0.4342
H 0.57 5.08 -1.09 0.3666
H -2.80 -3.27 0.78 0.2775
H -2.44 -3.20 2.57 0.3012
H 0.00 1.12 5.26 -0.0918
H 2.58 -2.22 -0.14 0.4468
H 1.04 3.58 -3.38 0.4325
H -1.13 -3.35 1.38 0.1655
H -3.46 -1.11 -2.54 0.4092
H -0.78 0.53 -5.55 0.3921
```

As for the net charge: 0. Its HOMO energy is -7.2 eV. The spin multiplicity is 1. The gap between HOMO and LUMO comes out at 7.21 eV.

---

3.
Density functional theory data (ωB97M-V/def2-TZVPD) for a structure of composition C11H17BN6Pd in a non-equilibrium geometry.

The geometry in XYZ format:
```
36
Properties=species:S:1:pos:R:3:mulliken_charge:R:1
Pd -0.30 0.00 0.37 -0.2576
N 1.11 1.50 0.59 0.4246
N 1.00 0.87 -2.36 0.2475
N 1.57 -1.13 -0.28 0.1275
N 2.54 -0.55 -1.07 0.2823
N -0.17 0.50 -1.71 0.1605
N 2.15 1.76 -0.30 -0.0711
C 2.90 2.76 0.20 0.1364
C 1.23 2.36 1.62 0.1801
C -0.59 0.73 -3.89 -0.9810
C 3.15 -2.64 -0.67 -0.9609
C 1.92 -2.39 -0.04 -0.1028
C 3.51 -1.45 -1.30 0.1717
C -1.14 0.42 -2.63 -0.1321
C -1.68 -1.41 0.12 -1.0804
C 0.75 1.01 -3.68 0.1770
C 2.35 3.16 1.41 -1.1097
C -1.14 0.23 2.29 -1.1331
B 2.35 0.91 -1.58 -0.0649
H 4.37 -1.18 -1.90 0.5303
H -0.83 1.00 3.00 0.3731
H 2.72 3.92 2.07 0.4724
H -1.38 0.78 1.32 0.5462
H -1.47 -1.95 -0.80 0.3686
H 1.29 -3.05 0.54 0.5375
H 0.52 2.37 2.44 0.4571
H -2.64 -0.88 0.07 0.4787
H -2.15 0.13 -2.37 0.5736
H -0.34 -0.54 2.30 0.5252
H 3.26 1.29 -2.26 0.1164
H -1.61 -2.06 1.01 0.4897
H -2.07 -0.27 2.60 0.4510
H -1.11 0.74 -4.83 0.4925
H 3.71 -3.55 -0.65 0.4918
H 3.77 3.10 -0.35 0.5468
H 1.55 1.28 -4.35 0.5349
```

Its expectation value of S² is 6.036. As for the net charge: +4. Its HOMO energy (spin up / spin down) is -25.2 / -25.1 eV. The spin multiplicity is 5. The gap between HOMO and LUMO (spin up / spin down) comes out at 10.66 / 6.93 eV.

---

4.
Density functional theory data (ωB97M-V/def2-TZVPD) for a structure of composition C11H17Br2F5N3O5P in a non-equilibrium geometry.

The geometry in XYZ format:
```
44
Properties=species:S:1:pos:R:3:mulliken_charge:R:1
Br -3.48 0.26 -2.96 -0.7737
Br 0.92 3.10 -1.57 -0.5580
P 2.33 -5.03 2.72 0.8950
F -4.08 2.80 -0.61 -0.2261
F -2.75 1.02 1.77 -0.3311
F -3.16 -0.38 0.25 -0.2407
F -4.82 2.11 1.29 -0.2937
F -5.16 0.95 -0.45 -0.2200
O 1.86 -3.60 2.99 -0.4773
O 1.76 -5.96 3.79 -0.5457
O 1.86 -5.42 1.32 -0.4676
O 2.10 0.17 2.74 -0.6565
O 3.85 -5.16 2.76 -0.4824
N 2.69 -1.37 1.18 -0.0779
N -1.48 2.70 0.41 -0.6780
N -1.68 1.40 -0.21 1.0293
C 2.01 -1.45 -0.14 -0.8348
C -0.55 0.45 0.17 -0.9773
C 2.68 -0.10 1.71 0.6479
C -4.26 1.72 0.13 0.8528
C 0.50 -1.76 0.00 -0.8675
C -1.73 1.47 -1.68 -1.3162
C -0.34 -0.72 -0.78 -0.3531
C 3.46 0.98 0.99 -0.9498
C -0.85 2.09 -2.36 0.8813
C -2.95 0.90 0.45 0.7709
C -0.86 2.17 -3.84 -1.2617
H 2.16 -0.49 -0.63 0.4159
H -0.12 2.88 -4.21 0.4026
H 0.38 1.01 0.20 -0.1528
H 0.27 -0.44 -1.63 0.3249
H -1.26 -1.20 -1.08 0.4518
H 0.21 -1.82 1.05 0.5240
H -1.83 2.53 -4.18 0.3001
H -0.55 2.75 0.80 0.2711
H 2.77 1.79 0.75 0.1541
H 3.86 0.63 0.05 0.2939
H 0.34 -2.73 -0.46 0.4628
H 4.25 1.34 1.63 0.3682
H -0.67 1.19 -4.25 0.2504
H 2.21 -2.03 1.80 0.2611
H -0.70 0.03 1.16 0.5641
H -1.66 3.40 -0.29 0.3100
H 2.47 -2.20 -0.76 0.3095
```

As for the net charge: -2. Its HOMO energy is -0.4 eV. The spin multiplicity is 1. The gap between HOMO and LUMO comes out at 1.53 eV.

---

5.
Density functional theory data (ωB97M-V/def2-TZVPD) for a cluster of 2 separate species, C11H17BrN3O4 in total in a non-equilibrium geometry.

The geometry in XYZ format:
```
36
Properties=species:S:1:pos:R:3:mulliken_charge:R:1
Br -2.38 -3.61 2.47 -0.0892
O -2.87 1.64 -2.62 -0.3947
O -1.60 -3.66 -0.29 -0.4428
O -4.69 3.43 -1.24 -0.3617
O -2.38 0.99 -0.65 -0.0595
N -0.41 -1.55 -2.62 -0.4347
N -1.54 -0.27 3.58 -0.4897
N -3.04 0.73 -1.82 0.0475
C -2.83 -1.38 0.30 -0.7324
C -2.20 -2.86 0.59 0.2779
C 5.07 -1.26 -0.39 -0.9172
C -1.02 -0.83 -1.70 -0.0838
C -0.50 -0.11 0.81 0.4724
C 1.89 0.93 -0.11 -0.5168
C 0.42 1.23 0.60 -0.7436
C -1.72 -0.28 -0.29 0.9789
C 4.41 -0.03 0.50 -0.3354
C -1.03 -0.08 2.39 -0.2816
C 2.79 -0.20 0.67 -0.4616
H 5.67 -2.04 0.28 0.2376
H -0.13 2.12 0.05 0.1846
H 4.68 1.00 -0.02 0.2935
H 0.15 -1.11 0.72 0.3057
H -3.67 -1.51 -0.54 0.4166
H 2.40 -1.30 0.42 0.2239
H -5.32 3.12 -0.54 0.4738
H 2.49 1.94 -0.04 0.3679
H 0.69 1.66 1.68 0.4441
H 1.66 0.68 -1.24 0.1710
H 4.25 -1.88 -0.99 0.2867
H 5.81 -0.79 -1.20 0.2561
H 4.89 -0.08 1.58 0.2647
H -3.92 2.81 -1.33 0.4444
H -5.15 3.56 -2.11 0.4828
H -3.42 -0.96 1.25 0.4794
H 2.56 -0.06 1.83 0.2350
```

As for the net charge: +1. Its HOMO energy is -13.0 eV. The spin multiplicity is 1. The gap between HOMO and LUMO comes out at 7.32 eV.

---

6.
Density functional theory data (ωB97M-V/def2-TZVPD) for a structure of composition C11H17ClFGaHgO2P in a non-equilibrium geometry.

The geometry in XYZ format:
```
35
Properties=species:S:1:pos:R:3:mulliken_charge:R:1
Hg -1.31 -1.87 -3.27 0.3111
Ga -0.49 1.30 0.30 0.0014
Cl 0.92 1.40 -1.47 -0.3576
P -1.73 3.39 0.15 0.6655
F 1.36 2.65 3.68 -0.3272
O -2.46 3.43 -1.28 -0.3949
O -0.73 4.65 0.15 -0.4462
C 2.52 -1.64 -1.12 -0.8494
C 0.32 -2.13 -0.21 0.3208
C 1.39 2.41 2.30 -0.1959
C 1.66 -1.75 -0.05 -0.2282
C -1.83 -1.31 1.05 -0.8015
C 0.57 1.14 2.01 -0.2744
C -1.88 -0.16 0.03 -0.3051
C -0.54 -2.21 1.04 -1.2148
C 2.07 -1.90 -2.41 -0.4175
C 0.80 -2.30 -2.65 -0.4566
C -0.15 -2.43 -1.46 -0.0021
H 3.55 -1.34 -0.92 0.4028
H -0.84 -3.26 1.17 0.4095
H -1.26 -2.76 -1.49 0.6683
H -2.68 -1.98 0.83 0.4332
H 0.44 -2.51 -3.73 0.2733
H 1.25 0.29 1.90 0.1381
H -1.85 -0.47 -1.03 -0.0853
H 2.76 -1.77 -3.24 0.4199
H 2.02 -1.55 0.95 0.4038
H 0.10 4.46 -0.31 0.3723
H -2.48 4.34 -1.63 0.3773
H 2.43 2.27 1.99 0.2703
H 0.06 -1.96 1.93 0.4140
H -1.96 -0.93 2.07 0.3355
H -2.87 0.32 0.15 0.6247
H -0.15 0.90 2.81 0.4223
H 1.00 3.29 1.77 0.0928
```

As for the net charge: +1. Its HOMO energy is -10.4 eV. The spin multiplicity is 1. The gap between HOMO and LUMO comes out at 2.61 eV.